(i)
C4H6OS | wB97M-V/def2-TZVPD

CARTESIAN COORDINATES (ANGSTROEM)
O: -1.2219 1.2625 -2.3448
C: -1.2187 1.6807 -0.8923
C: -0.2486 0.6501 -0.2925
C: -0.8571 -0.2422 0.6441
C: 0.1270 -1.1463 1.4553
S: 1.7211 -1.2822 0.8941
H: -0.2052 1.4066 -2.6008
H: -0.8375 2.6479 -0.6655
H: -2.1531 1.6012 -0.6376
H: 0.9089 0.6833 -0.4632
H: -1.9842 -0.0005 0.8602
H: -0.3077 -1.5784 2.4731

Computed properties:
- HOMO-LUMO gap (eV) = 7.8
- HOMO energy (eV) = -8.83
- total charge = 0
- SMILES = OC/C=C/C=S

(ii)
C4H6OS | wB97M-V/def2-TZVPD

CARTESIAN COORDINATES (ANGSTROEM)
O: 1.5023 -0.4674 -0.7543
C: 0.7606 -0.3351 0.3833
C: 0.2196 1.1481 0.3868
C: -1.1488 1.1543 -0.0124
S: -1.9075 -0.3823 -0.3042
C: -0.4424 -1.3801 0.3305
H: 1.2053 0.4586 -1.2813
H: 1.5729 -0.7464 1.1393
H: 0.8654 2.2784 0.1877
H: -1.4226 2.1592 -0.5756
H: -0.1248 -1.9266 -0.6819
H: -1.0801 -1.9607 1.1821

Computed properties:
- HOMO-LUMO gap (eV) = 9.0
- HOMO energy (eV) = -8.33
- total charge = 0
- SMILES = O[C@H]1C=CSC1

(iii)
C4H6OS | wB97M-V/def2-TZVPD

CARTESIAN COORDINATES (ANGSTROEM)
C: -1.4479 -1.0036 0.6983
C: 0.6032 0.2856 -0.7035
C: 1.6786 -0.3622 -0.2139
C: 0.2360 1.7337 -0.6986
H: -1.8286 -0.0731 0.7012
H: -2.1071 -1.8840 0.9188
H: -0.5221 -1.0780 1.4652
H: 2.6419 0.1758 0.5652
H: 1.7706 -1.4402 -0.2545
H: -0.7822 1.7452 -1.5820
O: 0.5978 2.7529 0.1897
S: -0.8401 -0.8520 -1.0859

Computed properties:
- HOMO-LUMO gap (eV) = 8.5
- HOMO energy (eV) = -9.42
- total charge = 0

(i) (7.4 kcal/mol below the next structure)